This record from the OMol25 dataset describes a molecular structure, Cl2S. The level of theory is wB97M-V/def2-TZVPD.

The geometry in ORCA input format:
```
! wB97M-V def2-TZVPD RIJCOSX def2/J DEFGRID3
* xyz 0 1
S -0.50 -1.38 1.04
Cl 1.29 0.96 -1.25
Cl -0.79 0.42 0.21
*
```

## Properties
- calculated total energy (Ha) = -1318.4406
- gap between HOMO and LUMO (alpha / beta) (Eh) = 0.2100 / 0.2099